The molecule C6H12. Source: the OMol25 dataset; level of theory: ωB97M-V with the def2-TZVPD basis set.

Last column: Löwdin charge in e.
Element x y z (Å)
C (-0.196, -0.724, -2.279)  -0.1215
C (0.760, -0.108, -1.183)  -0.2213
C (0.177, -0.372, 0.258)  -0.3722
C (-1.111, 0.196, 0.673)  -0.1727
C (-0.477, 0.711, 2.008)  -0.1587
C (0.925, 0.356, 1.415)  -0.1263
H (-0.471, -1.769, -2.048)  0.0713
H (-1.093, -0.109, -2.384)  0.0558
H (0.437, -0.594, -3.226)  0.0847
H (0.944, 0.947, -1.417)  0.0973
H (1.735, -0.764, -1.261)  0.1358
H (0.226, -1.475, 0.334)  0.1372
H (-1.305, 0.979, 0.035)  0.0779
H (-2.078, -0.303, 0.819)  0.1161
H (-0.548, 1.719, 2.300)  0.0644
H (-0.879, 0.181, 2.963)  0.1290
H (1.572, -0.109, 2.116)  0.0830
H (1.383, 1.239, 0.878)  0.1201

* E_LUMO: 1.2 eV
* ΔE to the lowest compared entry with this formula, charge and spin: 46.4 kcal/mol
* structure (SMILES): CCC1CCC1
* HOMO-LUMO gap: 11.466 eV

***

A cluster of 2 separate species, C6H12 in total. Source: the OMol25 dataset; level of theory: ωB97M-V with the def2-TZVPD basis set.

Last column: Löwdin charge in e.
Element x y z (Å)
C (-0.555, -2.744, 0.246)  -0.1339
C (-1.867, -2.941, -0.412)  -0.2508
C (-2.157, -2.626, -1.662)  -0.0224
H (0.379, -2.626, -0.310)  0.0721
H (-0.596, -1.722, 0.662)  0.0724
H (-0.201, -3.303, 1.114)  0.0672
H (-2.645, -3.273, 0.267)  0.0923
H (-3.099, -2.840, -2.145)  0.0470
H (-1.425, -2.150, -2.303)  0.0555
C (2.153, 3.495, 1.306)  -0.1303
C (1.736, 2.583, 0.180)  -0.2403
C (0.495, 2.099, 0.060)  -0.0296
H (1.310, 4.133, 1.575)  0.0670
H (2.473, 2.958, 2.202)  0.0703
H (2.965, 4.180, 1.071)  0.0660
H (2.625, 2.139, -0.269)  0.0944
H (0.007, 1.917, -0.892)  0.0450
H (-0.135, 1.846, 0.912)  0.0580

* E_LUMO: 1.0 eV
* ΔE to the lowest compared entry with this formula, charge and spin: 79.9 kcal/mol
* structure (SMILES): C=CC.C=CC
* HOMO-LUMO gap: 9.728 eV

***

The molecule C6H12. Source: the OMol25 dataset; level of theory: ωB97M-V with the def2-TZVPD basis set.

Last column: Löwdin charge in e.
Element x y z (Å)
C (-1.592, 0.890, 0.693)  -0.0867
C (-0.634, 0.065, -0.162)  -0.4165
C (-1.211, -1.349, -0.364)  -0.0761
C (0.777, 0.127, 0.417)  -0.2896
C (1.877, -0.489, -0.395)  -0.1289
C (1.862, 0.993, -0.183)  -0.1289
H (-1.183, 1.887, 0.883)  0.0789
H (-2.568, 0.997, 0.207)  0.0758
H (-1.754, 0.396, 1.661)  0.0819
H (-0.567, 0.517, -1.163)  0.1351
H (-0.581, -1.979, -1.002)  0.0689
H (-1.364, -1.879, 0.584)  0.0802
H (-2.193, -1.279, -0.852)  0.0766
H (0.854, 0.238, 1.494)  0.1345
H (2.661, -1.111, 0.026)  0.0981
H (1.553, -0.805, -1.384)  0.0999
H (1.619, 1.679, -0.988)  0.0991
H (2.592, 1.359, 0.537)  0.0977

* E_LUMO: 1.3 eV
* ΔE to the lowest compared entry with this formula, charge and spin: 26.7 kcal/mol
* structure (SMILES): CC(C)C1CC1
* HOMO-LUMO gap: 11.254 eV

***

The molecule C6H12. Source: the OMol25 dataset; level of theory: ωB97M-V with the def2-TZVPD basis set.

Last column: Löwdin charge in e.
Element x y z (Å)
C (1.492, 1.091, -1.499)  -0.1109
C (0.027, 0.597, -1.437)  -0.2093
C (-0.164, -0.186, -0.155)  -0.3214
C (-0.889, 0.338, 0.835)  -0.1232
C (-0.924, -0.101, 2.306)  -0.1047
C (0.206, -1.648, -0.037)  -0.0550
H (1.612, 1.681, -2.402)  0.0660
H (1.918, 1.433, -0.562)  0.0713
H (2.193, 0.236, -1.603)  0.0675
H (-0.188, 0.139, -2.395)  0.1060
H (-0.570, 1.497, -1.270)  0.0980
H (-1.547, 1.202, 0.742)  0.0965
H (-1.616, 0.529, 2.865)  0.0612
H (0.068, -0.115, 2.750)  0.0731
H (-1.354, -1.101, 2.438)  0.0655
H (1.254, -1.785, -0.357)  0.0750
H (0.139, -2.053, 0.969)  0.0622
H (-0.340, -2.353, -0.669)  0.0822

* E_LUMO: 1.1 eV
* ΔE to the lowest compared entry with this formula, charge and spin: 34.4 kcal/mol
* structure (SMILES): C/C=C(\C)CC
* HOMO-LUMO gap: 9.751 eV

***

A structure of composition C6H12. Source: the OMol25 dataset; level of theory: ωB97M-V with the def2-TZVPD basis set.

Last column: Löwdin charge in e.
Element x y z (Å)
C (0.266, -1.803, 1.101)  -0.1161
C (-0.588, -1.333, -0.063)  -0.1968
C (0.132, -0.001, -0.512)  -0.3997
C (0.542, 0.843, 0.627)  -0.2136
C (-0.330, 2.053, 0.733)  -0.1650
C (0.128, 0.146, -1.928)  0.0893
H (1.068, -1.111, 0.964)  0.0269
H (-0.225, -1.532, 2.048)  0.0872
H (-0.879, 0.570, -1.107)  0.2080
H (0.546, -2.846, 0.990)  0.0675
H (-0.826, -2.170, -0.658)  0.0909
H (1.588, 0.924, 0.600)  0.0471
H (-0.897, 2.192, -0.126)  0.0197
H (0.226, 2.978, 0.687)  0.0671
H (-1.060, 2.102, 1.557)  0.0662
H (0.383, -0.806, -2.482)  0.1147
H (-1.429, -0.725, 0.235)  0.1095
H (0.600, 0.989, -2.459)  0.0972

* E_LUMO: -0.2 eV
* ΔE to the lowest compared entry with this formula, charge and spin: 188.2 kcal/mol
* HOMO-LUMO gap: 5.767 eV

***

A cluster of 2 separate species, C6H12 in total. Source: the OMol25 dataset; level of theory: ωB97M-V with the def2-TZVPD basis set.

Last column: Löwdin charge in e.
Element x y z (Å)
C (1.687, -0.093, 0.938)  -0.0895
C (0.503, 0.153, 0.044)  -0.3323
C (-0.393, 1.337, 0.355)  -0.1700
C (-1.764, 0.660, 0.417)  -0.1843
C (-1.659, -0.518, -0.584)  -0.1855
C (-0.174, -0.680, -0.765)  -0.1071
H (1.226, -0.154, 1.937)  0.0892
H (2.434, 0.706, 0.992)  0.0786
H (2.180, -1.051, 0.768)  0.0519
H (2.299, -0.743, -1.435)  0.0735
H (-0.338, 2.042, -0.486)  0.1156
H (-0.111, 1.892, 1.256)  0.1085
H (-1.890, 0.266, 1.432)  0.1095
H (-2.601, 1.325, 0.203)  0.1012
H (-1.987, -1.454, -0.107)  0.1084
H (-2.262, -0.403, -1.492)  0.1004
H (2.166, -1.471, -1.395)  0.0661
H (0.212, -1.466, -1.402)  0.0659

* E_LUMO: 1.2 eV
* ΔE to the lowest compared entry with this formula, charge and spin: 57.8 kcal/mol
* structure (SMILES): CC1=CCCC1.[H][H]
* HOMO-LUMO gap: 9.558 eV

***

The molecule C6H12. Source: the OMol25 dataset; level of theory: ωB97M-V with the def2-TZVPD basis set.

Last column: Löwdin charge in e.
Element x y z (Å)
C (-2.072, 0.241, 0.638)  -0.0863
C (-1.124, 0.220, -0.563)  -0.3458
C (0.139, 1.105, -0.389)  -0.1332
C (1.118, -0.082, -0.626)  -0.3161
C (2.053, -0.342, 0.608)  -0.0880
C (-0.157, -0.992, -0.706)  -0.1235
H (-1.503, 0.105, 1.565)  0.0726
H (-2.831, -0.550, 0.586)  0.0733
H (-2.602, 1.201, 0.719)  0.0760
H (-1.732, 0.369, -1.471)  0.1303
H (0.351, 1.181, 0.669)  0.0821
H (0.183, 2.109, -0.839)  0.1110
H (1.733, -0.052, -1.537)  0.1245
H (2.528, -1.325, 0.531)  0.0663
H (2.869, 0.391, 0.726)  0.0727
H (1.555, -0.342, 1.601)  0.0762
H (-0.296, -1.544, -1.642)  0.1026
H (-0.212, -1.694, 0.131)  0.1053

* E_LUMO: 1.2 eV
* ΔE to the lowest compared entry with this formula, charge and spin: 30.6 kcal/mol
* structure (SMILES): C[C@H]1C[C@@H](C)C1
* HOMO-LUMO gap: 11.428 eV

***

A structure of composition C6H12. Source: the OMol25 dataset; level of theory: ωB97M-V with the def2-TZVPD basis set.

Last column: Löwdin charge in e.
Element x y z (Å)
C (-1.199, 1.445, 1.855)  -0.0901
C (-1.118, 0.926, 0.436)  -0.2011
C (0.312, 0.316, 0.157)  0.0378
C (0.525, -0.750, -0.785)  -0.3444
C (-0.490, -1.744, -1.043)  0.2079
C (2.010, -0.964, -1.035)  -0.0168
H (-2.225, 1.443, 2.247)  0.0942
H (-0.701, 2.414, 1.860)  0.0863
H (-0.659, 0.888, 2.635)  0.0894
H (-1.767, 0.079, 0.258)  0.0900
H (-1.290, 1.730, -0.281)  0.1307
H (0.231, 0.528, -1.290)  0.2942
H (1.111, 0.994, 0.461)  0.1507
H (-0.230, -2.702, -1.440)  0.0929
H (-1.491, -1.584, -0.717)  0.0714
H (2.124, -1.551, -1.942)  0.0978
H (2.396, 0.044, -1.174)  0.0946
H (2.461, -1.511, -0.203)  0.1145

* E_LUMO (spin up / spin down): -4.8 / -6.4 eV
* ΔE to the lowest compared entry with this formula, charge and spin: 47.5 kcal/mol
* 2S+1: 2
* total charge: +1
* HOMO-LUMO gap (spin up / spin down): 9.570 / 9.748 eV

***

A cluster of 2 separate species, C6H12 in total. Source: the OMol25 dataset; level of theory: ωB97M-V with the def2-TZVPD basis set.

Last column: Löwdin charge in e.
Element x y z (Å)
C (-2.561, -0.378, 0.177)  -0.0469
C (-1.395, 0.556, -0.378)  -0.1966
C (-0.049, -0.152, -0.699)  0.0201
C (1.101, 0.053, 0.098)  -0.3507
C (1.170, 0.792, 1.264)  0.1671
C (2.322, -0.739, -0.438)  -0.0273
H (-3.513, 0.059, -0.026)  0.0676
H (-2.638, -1.413, -0.245)  0.0952
H (-2.468, -0.509, 1.239)  0.0680
H (-1.116, 1.243, 0.434)  0.0913
H (-1.606, 1.180, -1.240)  0.1116
H (0.780, 1.542, -1.118)  0.3513
H (-0.262, -1.207, -0.941)  0.1527
H (0.309, 0.957, 1.880)  0.0892
H (2.120, 0.930, 1.774)  0.1065
H (2.214, -1.079, -1.507)  0.1084
H (2.365, -1.710, 0.008)  0.0878
H (3.226, -0.125, -0.284)  0.1047

* E_LUMO (spin up / spin down): -6.7 / -7.0 eV
* ΔE to the lowest compared entry with this formula, charge and spin: 97.0 kcal/mol
* 2S+1: 2
* total charge: +1
* HOMO-LUMO gap (spin up / spin down): 7.696 / 8.884 eV

***

The ion C6H12 with charge +1. Source: the OMol25 dataset; level of theory: ωB97M-V with the def2-TZVPD basis set.

Last column: Löwdin charge in e.
Element x y z (Å)
C (1.407, -0.959, -1.830)  -0.0363
C (1.061, -0.399, -0.392)  -0.1629
C (-0.350, 0.056, -0.301)  -0.1168
C (-0.495, 1.240, -1.081)  0.2773
C (-1.265, -0.238, 0.909)  -0.1563
C (-0.920, 0.616, 2.201)  -0.0418
H (0.629, -1.666, -2.187)  0.0927
H (1.620, -0.274, -2.617)  0.0593
H (2.356, -1.606, -1.954)  0.1239
H (1.671, 0.323, -0.089)  0.0950
H (1.140, -1.091, 0.406)  0.1129
H (0.388, 1.495, -1.624)  0.0968
H (-1.345, 1.920, -0.873)  0.1296
H (-2.267, -0.480, 0.763)  0.0907
H (-0.992, -1.370, 1.086)  0.1544
H (-0.769, 1.800, 1.969)  0.1445
H (-1.725, 0.593, 2.861)  0.0446
H (-0.145, 0.041, 2.754)  0.0923

* E_LUMO (spin up / spin down): -5.2 / -8.3 eV
* ΔE to the lowest compared entry with this formula, charge and spin: 59.4 kcal/mol
* 2S+1: 2
* total charge: +1
* HOMO-LUMO gap (spin up / spin down): 10.712 / 7.907 eV

***

A structure of composition C6H12Ag2BBr6F4. Source: the OMol25 dataset; level of theory: ωB97M-V with the def2-TZVPD basis set.

Last column: Löwdin charge in e.
Element x y z (Å)
Ag (1.022, -1.470, -4.169)  0.9489
Ag (0.509, -4.250, -1.963)  0.9438
B (0.400, -1.086, -1.288)  -1.3563
F (0.508, -0.202, -2.347)  0.1072
F (-0.377, -2.148, -1.721)  0.0652
F (1.679, -1.506, -0.867)  0.1064
F (-0.303, -0.505, -0.254)  0.1568
Br (3.770, 1.402, 0.951)  0.6688
C (3.133, -0.213, 1.712)  -0.7085
C (2.587, 0.145, 3.104)  -0.6452
Br (0.840, 1.099, 2.998)  0.5753
H (4.038, -0.819, 1.715)  0.0568
H (2.363, -0.573, 1.030)  0.0143
H (3.373, 0.773, 3.523)  0.0432
H (2.315, -0.726, 3.701)  0.0488
Br (0.991, 4.483, -2.918)  0.5446
C (0.878, 3.196, -1.357)  -0.6363
C (-0.458, 2.557, -1.364)  -0.7264
Br (-1.886, 3.873, -1.067)  0.6095
H (1.140, 3.712, -0.433)  0.0659
H (1.680, 2.496, -1.591)  0.0322
H (-0.562, 1.797, -0.590)  0.0417
H (-0.628, 2.122, -2.349)  0.0397
Br (-4.908, -2.201, -0.840)  0.5716
C (-3.847, -1.164, 0.458)  -0.6607
C (-2.673, -1.981, 0.940)  -0.6834
Br (-3.416, -3.642, 1.674)  0.5855
H (-4.456, -1.000, 1.347)  0.0575
H (-3.575, -0.196, 0.036)  0.0641
H (-2.095, -1.534, 1.749)  0.0657
H (-2.041, -2.437, 0.178)  0.0033

* E_LUMO: -7.4 eV
* ΔE to the lowest compared entry with this formula, charge and spin: 38.9 kcal/mol
* total charge: +1
* HOMO-LUMO gap: 4.177 eV

***

A structure of composition C6H12BNO3. Source: the OMol25 dataset; level of theory: ωB97M-V with the def2-TZVPD basis set.

Last column: Löwdin charge in e.
Element x y z (Å)
B (0.102, 0.848, 0.127)  -0.1589
C (3.121, 1.246, -0.101)  -0.1039
C (1.796, 0.499, 0.162)  -0.0239
C (2.916, -0.194, 0.298)  -0.2596
C (-1.849, 0.249, -0.164)  -0.4841
C (3.611, -1.483, 0.640)  -0.0410
C (-1.989, -0.363, -1.546)  -0.0137
N (-3.554, -1.203, 0.655)  0.0359
O (-2.497, 1.458, -0.039)  -0.0300
O (0.062, 2.073, 0.431)  0.1960
O (-2.194, -0.665, 0.883)  -0.1618
H (3.438, 1.578, -1.132)  0.0941
H (3.339, 1.864, 0.861)  0.1052
H (4.327, -1.743, -0.125)  0.0691
H (4.219, -1.127, 1.427)  0.0585
H (2.888, -2.319, 0.864)  0.1007
H (-1.191, -0.113, -2.090)  0.0333
H (-2.007, -1.389, -1.196)  0.0908
H (-2.845, -0.079, -2.065)  0.0641
H (-3.517, -2.246, 0.633)  0.0919
H (-4.097, -1.032, 1.505)  0.0771
H (-3.405, 1.480, -0.501)  0.1509
H (-0.675, 2.663, 0.472)  0.1093

* E_LUMO: 0.6 eV
* ΔE to the lowest compared entry with this formula, charge and spin: 190.8 kcal/mol
* HOMO-LUMO gap: 9.112 eV

***

A cluster of 3 separate species, C6H12Br6 in total. Source: the OMol25 dataset; level of theory: ωB97M-V with the def2-TZVPD basis set.

Last column: Löwdin charge in e.
Element x y z (Å)
Br (0.760, -1.995, 2.360)  0.5405
C (1.390, -1.097, 4.053)  -0.6795
C (1.312, -1.976, 5.232)  -0.6804
Br (1.421, -0.786, 6.822)  0.6006
H (0.724, -0.235, 4.094)  0.0419
H (2.422, -0.819, 3.838)  0.0577
H (1.901, -2.893, 5.246)  0.0735
H (0.348, -2.470, 5.349)  0.0463
Br (1.997, 3.350, 1.030)  0.5908
C (1.351, 2.606, -0.664)  -0.6781
C (2.509, 2.610, -1.724)  -0.6307
Br (1.924, 1.822, -3.484)  0.5338
H (0.520, 3.196, -1.051)  0.0521
H (0.975, 1.620, -0.391)  0.0433
H (3.328, 1.945, -1.449)  0.0419
H (2.764, 3.659, -1.870)  0.0483
Br (-1.443, -2.406, -2.818)  0.5470
C (-3.224, -1.857, -3.474)  -0.6590
C (-3.397, -0.268, -3.652)  -0.6696
Br (-2.851, 0.685, -2.073)  0.5847
H (-3.971, -2.257, -2.789)  0.0456
H (-3.513, -2.389, -4.380)  0.0513
H (-4.478, -0.246, -3.794)  0.0551
H (-2.769, 0.200, -4.410)  0.0431

* E_LUMO: 0.4 eV
* ΔE to the lowest compared entry with this formula, charge and spin: 25.5 kcal/mol
* structure (SMILES): BrCCBr.BrCCBr.BrCCBr
* HOMO-LUMO gap: 10.454 eV